Record 1
{"formula": "C17H17N6O2Pm", "method": "ωB97M-V with the def2-TZVPD basis set", "species": ["Pm", "N", "C", "N", "C", "N", "N", "C", "C", "C", "C", "C", "C", "N", "C", "C", "C", "C", "C", "C", "H", "H", "H", "H", "H", "H", "H", "H", "H", "H", "H", "N", "C", "C", "C", "O", "O", "H", "H", "H", "H", "H", "H"], "coordinates": [[-1.02440, 0.29331, -0.03814], [-0.00321, 0.29648, 4.51379], [-0.55603, 0.27365, 3.31985], [0.10006, 0.12117, 2.18448], [1.49914, 0.01491, 2.23470], [2.22670, -0.04479, 1.16838], [1.43992, 0.04701, 0.02321], [2.08897, -0.00629, -1.07760], [1.39852, 0.12342, -2.37074], [2.11256, 0.07837, -3.54919], [1.42494, 0.22332, -4.75323], [0.05781, 0.41203, -4.73138], [-0.58935, 0.44501, -3.50130], [0.05468, 0.29901, -2.34352], [2.15711, 0.01859, 3.54055], [3.54366, -0.10496, 3.67966], [4.11179, -0.08144, 4.93461], [3.31305, 0.06566, 6.07176], [1.94322, 0.18858, 5.95852], [1.38553, 0.16172, 4.68661], [-0.60032, 0.43210, 5.31735], [-1.63153, 0.40513, 3.27845], [3.16900, -0.13464, -1.05857], [3.18413, -0.06526, -3.53955], [1.96030, 0.19196, -5.69267], [-0.51426, 0.53608, -5.63932], [-1.66130, 0.59978, -3.44775], [4.15682, -0.21533, 2.79724], [5.18338, -0.17592, 5.03926], [3.77051, 0.08482, 7.05140], [1.31462, 0.30619, 6.83168], [-2.63266, -1.74678, -0.00460], [-4.08012, -1.46195, -0.33199], [-4.60031, -0.22564, 0.41399], [-3.48296, 0.75679, 0.30219], [-3.01232, 1.03515, -0.84858], [-2.73733, 1.01001, 1.30454], [-2.31646, -2.45432, -0.66532], [-2.57154, -2.19945, 0.90642], [-4.69921, -2.33118, -0.11586], [-4.11253, -1.28316, -1.40399], [-4.80923, -0.43437, 1.46133], [-5.51456, 0.13539, -0.05574]], "atomic_forces_ev_per_a": [[0.7, -0.2, -0.2], [0.0, 0.0, -0.1], [0.0, 0.0, 0.0], [-0.1, 0.1, 0.1], [0.2, 0.1, 0.4], [-0.5, 0.0, -0.3], [0.4, 0.0, -0.1], [0.1, 0.0, -0.1], [0.0, 0.0, 0.2], [-0.1, 0.0, -0.2], [0.1, 0.0, 0.0], [-0.1, 0.0, 0.1], [0.0, 0.0, -0.1], [0.1, 0.0, 0.2], [0.1, -0.1, -0.2], [0.0, 0.0, 0.0], [0.0, 0.0, 0.0], [0.0, 0.0, 0.0], [0.0, 0.0, -0.1], [-0.3, 0.0, 0.2], [0.1, 0.0, 0.1], [0.0, 0.0, 0.0], [0.0, 0.0, 0.0], [0.0, 0.0, 0.0], [0.0, 0.0, 0.0], [0.0, 0.0, 0.0], [0.0, 0.0, 0.0], [0.0, 0.0, 0.0], [0.0, 0.0, 0.0], [0.0, 0.0, 0.0], [0.0, 0.0, 0.0], [0.0, 0.0, 0.0], [0.1, -0.1, -0.1], [-0.1, 0.0, 0.1], [0.4, 0.1, -0.1], [-0.5, 0.2, -0.1], [-0.5, 0.0, 0.3], [0.0, -0.1, 0.1], [-0.1, 0.0, 0.0], [0.0, 0.0, 0.0], [-0.1, 0.1, 0.0], [0.0, 0.0, 0.0], [0.0, 0.0, -0.1]], "multiplicity": 5, "homo_ev": [-14.269, -14.269], "charge": 2, "s2": 6.0047, "lumo_energy_ev": [-6.86, -6.84]}

=====

Record 2
{"formula": "C5H7Br", "method": "ωB97M-V with the def2-TZVPD basis set", "species": ["C", "C", "C", "C", "C", "Br", "H", "H", "H", "H", "H", "H", "H"], "coordinates": [[0.12595, -1.71019, -1.88830], [0.13656, -1.66800, -0.55335], [-0.19268, 0.99441, 0.20997], [-0.11318, -0.35877, 0.27929], [-0.11893, 1.96234, 1.31629], [0.02680, -1.08203, 2.14082], [0.24994, -2.63417, -2.47505], [-0.30224, -0.92072, -2.60688], [0.50537, -2.45638, 0.01143], [-0.12217, 1.22799, -0.82541], [0.50550, 2.75638, 0.86663], [0.37711, 1.48986, 2.08991], [-1.07804, 2.39928, 1.43467]], "atomic_forces_ev_per_a": [[-1.7, 0.4, -1.6], [-0.4, 4.2, -1.7], [0.4, -4.1, -1.2], [0.6, -1.2, 1.7], [0.5, 1.2, -3.3], [-0.3, 0.3, -0.2], [0.4, 0.2, 0.8], [0.9, -0.7, 1.7], [0.3, -1.3, 0.9], [-0.2, 1.1, -0.8], [-0.1, 0.0, 0.7], [0.4, -0.4, 2.1], [-0.9, 0.3, 1.0]], "smiles": "C=C/C(Br)=C/C", "homo_ev": -9.013, "lumo_energy_ev": 0.68}

=====

Record 3
{"formula": "C19H34CuFN2O4P", "method": "ωB97M-V with the def2-TZVPD basis set", "species": ["C", "O", "C", "C", "C", "C", "C", "C", "C", "C", "C", "C", "N", "O", "C", "C", "C", "F", "C", "C", "C", "C", "C", "N", "P", "O", "O", "H", "H", "H", "H", "H", "H", "H", "H", "H", "H", "H", "H", "H", "H", "H", "H", "H", "H", "H", "H", "H", "H", "H", "H", "H", "H", "H", "H", "H", "H", "H", "H", "H", "H", "Cu"], "coordinates": [[3.83279, 2.29486, 0.86158], [2.59368, 1.58223, 0.94995], [2.47112, 0.46541, 0.11251], [2.83559, -0.82817, 0.79132], [2.64054, -1.05906, 2.15177], [2.99669, -2.26195, 2.75512], [3.58596, -3.26016, 1.98033], [3.82067, -3.02962, 0.62659], [3.44750, -1.82801, 0.02924], [1.01925, 0.52281, -0.53150], [1.08596, 1.59795, -1.65770], [0.00910, 2.71036, -1.70337], [0.37515, 3.97230, -1.05605], [0.79325, -0.73841, -1.06845], [-0.54136, -1.27885, -1.05039], [-0.37832, -2.71296, -1.54871], [0.39743, -3.58524, -0.56442], [1.26019, -4.40196, -1.26389], [-1.54374, -0.52451, -1.94363], [-2.72214, 0.13734, -1.21279], [-3.45954, -0.76507, -0.24166], [-4.64379, -0.03547, 0.39906], [-4.15702, 1.13000, 1.27205], [-5.05590, 1.48944, 2.36051], [-0.18726, 0.95302, 0.82612], [0.06925, 2.40988, 1.36700], [-0.20372, -0.13709, 1.95846], [4.60799, 1.71094, 0.37699], [4.16815, 2.50613, 1.87083], [3.67411, 3.25164, 0.37223], [3.13471, 0.54233, -0.74879], [2.21739, -0.27405, 2.76087], [2.83020, -2.40371, 3.80930], [3.86754, -4.19401, 2.43760], [4.29739, -3.80423, 0.04909], [3.63587, -1.70776, -1.02784], [1.04404, 1.03126, -2.58166], [2.04542, 2.10212, -1.64742], [-0.15498, 2.99174, -2.79314], [-0.97306, 2.37995, -1.37453], [0.85938, 4.57138, -1.71292], [1.08159, 3.76578, -0.35473], [-0.91425, -1.39284, -0.03198], [-1.37144, -3.13327, -1.66615], [0.11453, -2.69266, -2.51665], [0.98548, -2.98856, 0.12898], [-0.28181, -4.22384, -0.00765], [-1.05321, 0.23805, -2.55091], [-1.97186, -1.22748, -2.64886], [-3.44866, 0.41303, -1.97857], [-2.44258, 1.07953, -0.73964], [-2.82996, -1.08923, 0.58610], [-3.83946, -1.64321, -0.75925], [-5.34951, 0.31190, -0.34963], [-5.14774, -0.73382, 1.06243], [-3.19349, 0.84130, 1.71010], [-4.02175, 2.00759, 0.64193], [-5.49764, 2.38214, 2.21665], [-5.75698, 0.78585, 2.53209], [-0.47598, 2.61119, 2.14801], [0.02688, 0.19210, 2.84535], [-0.20765, 2.97364, -4.65735]], "atomic_forces_ev_per_a": [[0.0, 0.1, 0.6], [-0.2, 0.2, -0.3], [0.0, -0.4, 0.4], [0.2, -0.5, -0.1], [-0.1, 0.0, 0.1], [0.1, 0.1, -0.7], [-0.2, 0.5, 0.0], [-0.1, 0.1, 0.2], [0.0, -0.4, 0.5], [1.7, 0.0, -0.3], [-1.0, 0.5, 0.1], [0.7, 0.4, -0.1], [0.2, -0.4, -0.2], [-0.7, 0.4, 0.6], [-0.1, -0.9, -1.1], [0.0, 0.1, 0.6], [-0.1, 0.1, -0.2], [0.2, -0.1, -0.1], [-0.3, 0.4, 0.5], [-0.1, -0.3, -0.5], [-0.6, 0.4, 0.2], [0.6, 0.0, 0.5], [-0.7, 0.0, 0.0], [0.3, 0.1, -0.2], [-0.9, -0.3, -0.5], [-0.1, -0.4, 0.4], [0.2, 0.5, 0.2], [0.0, -0.1, -0.2], [0.0, 0.0, 0.2], [0.0, 0.0, -0.3], [0.0, 0.1, -0.2], [0.1, 0.1, 0.1], [0.0, -0.1, 0.2], [0.1, -0.1, 0.0], [0.0, 0.0, -0.2], [0.0, 0.2, -0.1], [0.1, -0.3, 0.0], [0.2, 0.0, 0.2], [-0.1, -0.1, -0.1], [-0.1, -0.1, 0.0], [-0.1, 0.2, 0.0], [-0.2, 0.1, 0.3], [0.1, 0.5, 0.3], [-0.2, 0.0, -0.3], [0.1, -0.1, -0.1], [0.1, 0.1, 0.1], [0.0, -0.1, 0.2], [0.3, -0.1, -0.1], [0.0, -0.2, -0.2], [-0.1, 0.2, -0.1], [0.1, 0.0, 0.2], [0.2, -0.2, 0.0], [0.2, -0.2, -0.1], [-0.2, 0.0, -0.1], [-0.2, -0.2, 0.0], [0.3, 0.0, -0.1], [0.3, 0.1, 0.0], [-0.2, 0.0, 0.0], [-0.1, 0.0, 0.1], [0.0, 0.4, -0.1], [0.0, -0.4, 0.1], [-0.1, 0.0, 0.1]], "multiplicity": 2, "homo_ev": [-13.603, -13.585], "charge": 2, "s2": 0.7525, "lumo_energy_ev": [-9.29, -9.29]}

=====

Record 4
{"formula": "C36H45CaN2O8P3S3Sb", "method": "ωB97M-V with the def2-TZVPD basis set", "species": ["Ca", "N", "C", "C", "P", "O", "O", "O", "P", "O", "O", "O", "H", "H", "H", "H", "H", "H", "H", "H", "C", "C", "O", "P", "S", "S", "O", "C", "C", "H", "H", "H", "H", "H", "H", "H", "H", "H", "H", "S", "Sb", "C", "C", "C", "C", "C", "C", "C", "C", "C", "C", "C", "C", "C", "C", "C", "C", "C", "C", "H", "H", "H", "H", "H", "H", "H", "H", "H", "H", "H", "H", "H", "H", "H", "C", "C", "C", "N", "C", "C", "H", "H", "H", "H", "H", "C", "C", "C", "C", "C", "C", "C", "H", "H", "H", "H", "H", "H", "H"], "coordinates": [[-0.00010, -0.40957, 0.67448], [-4.26426, 2.07888, 0.91605], [-2.83055, 2.49227, 0.65236], [-2.86964, 3.99827, 0.37519], [-1.92517, 2.13405, 2.25554], [-1.20982, 3.55606, 2.60618], [-3.01446, 1.89703, 3.24348], [-0.77594, 1.18501, 2.06064], [-2.39524, 1.46621, -0.88283], [-1.65497, 2.78669, -1.62086], [-3.68669, 1.25250, -1.61309], [-1.22348, 0.49377, -0.93429], [-4.30118, 1.66560, 1.86397], [-4.52385, 1.38432, 0.19235], [-4.88271, 2.88414, 0.86555], [-3.28017, 4.51898, 1.24574], [-3.47557, 4.19961, -0.51022], [-1.87459, 4.38326, 0.18510], [-0.26138, 3.43895, 2.45813], [-1.10689, 2.44500, -2.33945], [1.34148, -4.47222, 6.17152], [0.34464, -3.63521, 5.39517], [0.99503, -2.49118, 4.83919], [1.26008, -2.41350, 3.25016], [2.16743, -0.73393, 2.82729], [-0.39832, -2.81753, 2.22846], [2.27192, -3.68406, 3.14891], [2.86040, -3.96140, 1.87514], [3.27291, -5.41517, 1.85021], [0.83358, -5.30967, 6.65715], [1.82820, -3.86759, 6.93845], [2.10626, -4.86058, 5.49976], [-0.44538, -3.25835, 6.04782], [-0.13132, -4.21780, 4.60347], [3.70977, -3.29123, 1.72718], [2.13928, -3.74656, 1.08434], [3.98597, -5.62968, 2.64882], [3.74160, -5.65137, 0.89273], [2.40142, -6.05861, 1.98172], [2.70128, -1.46542, -0.79420], [2.38854, 0.76666, -1.72963], [2.84149, 2.02669, -0.05697], [3.91438, 1.71406, 0.77344], [4.13546, 2.43610, 1.93740], [3.27909, 3.47040, 2.29157], [2.19229, 3.77288, 1.48403], [1.96763, 3.04586, 0.32025], [1.46188, 2.36522, -3.05229], [1.60587, 3.74814, -2.97404], [0.87804, 4.59240, -3.80592], [-0.00051, 4.06384, -4.74140], [-0.14628, 2.68665, -4.84126], [0.57422, 1.84981, -3.99555], [4.24663, 0.86620, -2.84387], [4.48086, 1.82155, -3.83097], [5.68946, 1.85667, -4.51810], [6.68814, 0.94098, -4.21998], [6.46541, -0.01492, -3.23791], [5.25315, -0.05450, -2.56088], [4.55229, 0.87189, 0.52875], [4.96094, 2.16947, 2.58618], [3.44361, 4.02188, 3.20940], [1.51164, 4.57034, 1.76369], [1.09159, 3.26199, -0.28350], [2.29897, 4.18486, -2.26232], [0.99189, 5.66721, -3.71558], [-0.58145, 4.72103, -5.37717], [-0.84161, 2.26373, -5.55709], [0.41949, 0.77538, -4.05515], [3.71453, 2.54664, -4.07522], [5.84792, 2.60404, -5.28762], [7.63226, 0.96931, -4.75223], [7.23691, -0.73876, -3.00020], [5.06149, -0.82035, -1.81591], [-1.65404, -4.48262, -2.82082], [-0.55100, -4.67080, -2.00322], [-0.09597, -3.60100, -1.24793], [-0.66832, -2.40044, -1.26308], [-1.72641, -2.22374, -2.05421], [-2.25052, -3.23382, -2.85047], [-2.04220, -5.29639, -3.42263], [-0.04625, -5.62626, -1.94402], [0.77357, -3.69555, -0.61139], [-2.16453, -1.23345, -2.03533], [-3.11652, -3.03313, -3.46737], [-3.29661, -0.52240, 0.82708], [-4.71865, -0.69407, 0.97808], [-5.54892, -1.01802, -0.12527], [-6.92607, -1.06604, -0.01597], [-7.56713, -0.77893, 1.18967], [-6.77740, -0.44275, 2.28627], [-5.39527, -0.40277, 2.18918], [-2.84713, -1.23095, 0.13160], [-2.78208, -0.53515, 1.79170], [-5.07274, -1.20368, -1.08162], [-7.51780, -1.32178, -0.89013], [-8.64747, -0.81547, 1.26940], [-7.24681, -0.21674, 3.23913], [-4.79950, -0.14731, 3.06013]], "atomic_forces_ev_per_a": [[0.2, -0.9, 0.1], [0.2, 0.2, -0.1], [-0.2, -0.3, 0.1], [0.1, 0.0, -0.1], [0.1, 0.0, 0.1], [0.1, 0.1, -0.1], [0.0, 0.0, 0.0], [-0.1, 0.0, -0.2], [0.6, 1.2, -0.9], [-0.2, -0.3, 0.1], [0.2, -0.3, 0.3], [-0.4, 0.3, 0.2], [-0.1, 0.1, -0.1], [0.0, 0.1, 0.1], [0.0, 0.0, 0.0], [0.0, 0.0, 0.0], [0.0, 0.0, 0.0], [0.0, 0.0, 0.0], [-0.1, 0.0, 0.0], [0.0, 0.0, 0.1], [0.0, 0.0, 0.0], [0.0, 0.0, 0.0], [0.0, 0.0, 0.0], [0.0, 0.1, 0.1], [0.0, 0.1, 0.1], [0.1, -0.1, 0.0], [0.0, -0.1, 0.0], [0.0, 0.0, 0.0], [0.0, 0.0, 0.0], [0.0, 0.0, 0.0], [0.0, 0.0, 0.0], [0.0, 0.0, 0.0], [0.0, 0.0, 0.0], [0.0, 0.0, 0.0], [0.0, 0.0, 0.0], [0.0, 0.0, 0.0], [0.0, 0.0, 0.0], [0.0, 0.0, 0.0], [0.0, 0.0, 0.0], [-0.1, 0.3, 0.1], [-0.1, -0.3, -0.5], [-0.1, 0.0, 0.0], [0.0, 0.0, 0.0], [0.0, 0.0, 0.0], [0.0, 0.0, 0.0], [0.0, 0.0, 0.0], [0.0, 0.0, 0.0], [0.0, 0.0, 0.0], [0.0, 0.0, 0.0], [0.0, 0.0, 0.0], [0.0, 0.0, 0.0], [0.0, 0.0, 0.0], [0.0, 0.1, 0.0], [0.1, 0.1, 0.1], [0.0, 0.0, 0.0], [0.0, 0.0, 0.0], [0.0, 0.0, 0.0], [0.0, 0.0, 0.0], [0.0, 0.0, 0.0], [0.0, 0.0, 0.0], [0.0, 0.0, 0.0], [0.0, 0.0, 0.0], [0.0, 0.0, 0.0], [0.0, 0.0, 0.0], [0.0, 0.0, 0.0], [0.0, 0.0, 0.0], [0.0, 0.0, 0.0], [0.0, 0.0, 0.0], [0.0, 0.0, 0.0], [0.0, 0.0, 0.0], [0.0, 0.0, 0.0], [0.0, 0.0, 0.0], [0.0, 0.0, 0.0], [0.0, 0.0, 0.0], [0.0, 0.0, 0.0], [0.0, 0.0, 0.0], [0.1, 0.0, 0.0], [-0.1, 0.1, 0.1], [0.0, 0.0, 0.0], [0.0, 0.0, 0.0], [0.0, 0.0, 0.0], [0.0, 0.0, 0.0], [0.0, 0.0, 0.0], [0.0, 0.0, 0.0], [0.0, 0.0, 0.0], [-0.4, -0.6, 0.5], [0.6, -0.1, -0.2], [-0.2, -0.1, -0.1], [0.1, 0.0, 0.0], [-0.1, 0.0, 0.0], [0.1, 0.0, 0.0], [-0.2, 0.0, 0.2], [-0.1, 0.2, -0.1], [0.0, 0.0, 0.0], [0.0, 0.0, 0.0], [0.0, 0.0, 0.0], [0.0, 0.0, 0.0], [0.0, 0.0, 0.0], [0.0, 0.0, 0.0]], "multiplicity": 2, "homo_ev": [-1.048, -1.056], "charge": -2, "s2": 0.7608, "lumo_energy_ev": [4.21, 4.11]}

=====

Record 5
{"formula": "C5H5F4NO2", "method": "ωB97M-V with the def2-TZVPD basis set", "species": ["C", "C", "C", "C", "C", "N", "O", "O", "F", "F", "F", "F", "H", "H", "H", "H", "H"], "coordinates": [[0.71058, 1.18681, -1.97527], [-0.69041, -0.70016, 0.09958], [-0.42879, 1.43665, -1.12493], [-0.52158, -0.80165, 1.71824], [0.86308, -0.97387, 2.22973], [-1.06751, 0.58193, -0.32287], [1.21525, -0.06931, -1.93877], [1.17663, 2.04302, -2.70003], [-1.30060, -1.83698, 2.11269], [-1.10082, 0.30624, 2.24751], [1.47534, -2.08446, 1.75129], [1.65462, 0.09158, 1.94340], [0.23427, -1.02638, -0.37832], [-1.48793, -1.42294, -0.09660], [-0.82198, 2.44074, -1.17779], [1.97889, -0.12582, -2.53436], [-1.88903, 0.95461, 0.14651]], "atomic_forces_ev_per_a": [[-0.6, 0.5, 0.1], [0.7, -1.2, 1.3], [1.1, 0.7, -0.9], [-1.6, 0.3, -1.5], [2.0, 0.1, -1.0], [-1.2, 0.2, 0.7], [0.2, -0.6, 0.1], [0.2, 0.1, -0.1], [0.4, -0.4, 0.2], [0.4, 0.2, 0.3], [-0.8, 0.8, 0.6], [-0.9, -0.9, 0.5], [-0.3, 0.1, 0.1], [0.1, 0.0, 0.0], [0.0, -0.1, 0.0], [-0.2, 0.3, 0.0], [0.4, -0.1, -0.3]], "homo_ev": [-7.415, -9.946], "lumo_energy_ev": [-1.17, -0.07]}